[1]
DFT (the ωB97M-V functional and the def2-TZVPD basis) results for C40H45GeN5O2SSc as an isolated structure.

Its energy is -141807.75607 eV. The calculation puts the HOMO energy at -10.731 eV. The energy above the lowest of the compared OMol25 structures with the same formula, charge and spin comes out at 0.0 kcal per mole. For the LUMO energy, the calculation gives -2.6 eV. The gap between HOMO and LUMO comes out at 8.18 eV. As for the molecular weight: 777.5 g mol⁻¹.

```
! RIJCOSX wB97M-V def2-TZVPD def2/J DEFGRID3
* xyz 1 1
Sc 0.184 0.319 -0.159
C 1.502 3.320 -0.154
N 1.242 2.295 0.865
C 2.494 1.786 1.445
C 2.197 0.615 2.351
C 2.974 0.323 3.459
C 2.645 -0.783 4.228
C 1.547 -1.550 3.874
C 0.817 -1.185 2.757
N 1.137 -0.124 2.009
C 0.378 2.854 1.924
C -1.075 2.738 1.567
C -1.974 3.772 1.753
C -3.319 3.540 1.503
C -3.718 2.288 1.073
C -2.748 1.321 0.872
N -1.451 1.531 1.117
C 2.026 2.709 -1.423
C 2.916 3.370 -2.253
C 3.274 2.770 -3.449
C 2.738 1.534 -3.771
C 1.873 0.934 -2.874
N 1.526 1.509 -1.721
H 0.547 3.810 -0.369
H 2.181 4.093 0.225
H 3.149 1.466 0.630
H 3.022 2.571 2.000
H 3.816 0.953 3.714
H 3.236 -1.039 5.097
H 1.254 -2.415 4.452
H -0.047 -1.754 2.437
H 0.536 2.274 2.833
H 0.656 3.889 2.151
H -1.625 4.736 2.096
H -4.045 4.330 1.642
H -4.754 2.062 0.865
H -3.009 0.347 0.484
H 3.313 4.334 -1.966
H 3.961 3.262 -4.125
H 2.985 1.033 -4.695
H 1.436 -0.034 -3.080
O 1.801 -1.017 -0.691
C 0.976 -1.984 -0.657
O -0.187 -1.744 -0.182
C 1.391 -3.330 -1.109
C 2.769 -3.537 -1.192
C 3.286 -4.753 -1.594
C 2.414 -5.780 -1.927
C 1.045 -5.586 -1.854
C 0.503 -4.365 -1.451
S -1.274 -4.271 -1.510
H 3.430 -2.720 -0.933
H 4.356 -4.899 -1.649
H 2.796 -6.741 -2.248
H 0.368 -6.388 -2.112
C -1.360 -4.618 5.431
C -0.862 -4.213 4.052
C -0.633 -5.400 3.122
C -0.271 -4.980 1.698
Ge -1.818 -4.378 0.666
C -2.648 -2.684 1.190
C -3.945 -2.900 1.973
C -4.569 -1.614 2.511
C -3.717 -0.922 3.567
H -1.461 -3.758 6.094
H -0.679 -5.327 5.907
H -2.337 -5.100 5.364
H 0.080 -3.658 4.144
H -1.571 -3.510 3.603
H -1.525 -6.037 3.114
H 0.163 -6.022 3.542
H 0.156 -5.817 1.141
H 0.495 -4.198 1.712
H -2.910 -5.466 0.732
H -2.850 -2.138 0.264
H -1.925 -2.097 1.761
H -3.772 -3.582 2.814
H -4.666 -3.417 1.334
H -5.553 -1.839 2.928
H -4.759 -0.932 1.673
H -3.489 -1.605 4.390
H -4.228 -0.057 3.992
H -2.764 -0.571 3.164
N -5.521 1.852 -4.994
C -4.627 1.612 -4.313
C -3.507 1.312 -3.462
C -2.681 2.338 -3.005
C -1.621 2.027 -2.170
C -1.341 0.719 -1.749
C -2.177 -0.286 -2.256
C -3.247 -0.006 -3.099
H -2.880 3.358 -3.308
H -0.997 2.856 -1.833
H -1.988 -1.323 -1.999
H -3.882 -0.799 -3.474
*
```

***

[2]
DFT (the ωB97M-V functional and the def2-TZVPD basis) results for C40H46BeP2Si as an isolated structure.

Its energy is -69075.14269 eV. The calculation puts the HOMO energy (spin up / spin down) at -4.259 / -5.353 eV. For the LUMO energy (spin up / spin down), the calculation gives 0.2 / 0.4 eV. The gap between HOMO and LUMO (spin up / spin down) comes out at 4.42 / 5.76 eV. As for the molecular weight: 625.9 g mol⁻¹.

```
! RIJCOSX wB97M-V def2-TZVPD def2/J DEFGRID3
* xyz 0 1
Be -0.617 1.024 -2.215
C -2.030 0.981 -5.588
C -2.090 -0.328 -5.322
C -1.308 -1.396 -6.040
C 0.120 -0.988 -6.477
C 0.836 -0.077 -5.511
C 0.846 1.252 -5.616
C 0.077 2.016 -6.646
C -1.408 1.599 -6.804
C 1.774 0.141 0.455
H -2.640 1.691 -5.011
H -2.891 -0.723 -4.667
H -1.849 -1.748 -6.936
H -1.236 -2.278 -5.385
H 0.705 -1.921 -6.576
H 0.063 -0.549 -7.484
H 1.481 -0.595 -4.783
H 1.593 1.863 -5.107
H 0.550 1.962 -7.649
H 0.109 3.080 -6.364
H -1.969 2.528 -7.029
H -1.501 0.951 -7.696
H 0.971 0.876 0.583
H 2.692 0.462 0.968
H 1.421 -0.813 0.862
P -1.982 -0.665 -1.855
P 2.127 -0.092 -1.283
C -0.354 -0.594 -2.730
C 0.905 -1.038 -2.160
C -2.773 -2.214 -1.620
C -3.061 -3.078 -2.693
C -3.708 -4.279 -2.423
C -4.057 -4.611 -1.109
C -3.762 -3.747 -0.051
C -3.140 -2.529 -0.303
C -3.019 0.658 -2.527
C -2.447 1.933 -2.673
C -3.302 3.042 -2.822
C -4.690 2.871 -2.823
C -5.252 1.594 -2.709
C -4.422 0.480 -2.565
C 3.626 -1.095 -1.373
C 3.534 -2.466 -1.089
C 4.674 -3.270 -1.185
C 5.899 -2.714 -1.561
C 5.998 -1.334 -1.783
C 4.867 -0.520 -1.691
C 2.493 1.559 -1.922
C 2.353 2.728 -1.149
C 2.616 3.979 -1.711
C 3.017 4.088 -3.043
C 3.178 2.933 -3.810
C 2.923 1.676 -3.250
H -0.498 -0.689 -3.800
H 1.155 -2.095 -2.282
H -2.788 -2.795 -3.710
H -3.945 -4.959 -3.238
H -4.565 -5.551 -0.905
H -4.020 -4.009 0.973
H -2.912 -1.799 0.474
H -1.307 2.151 -2.777
H -2.855 4.032 -2.941
H -5.330 3.752 -2.907
H -6.334 1.470 -2.724
H -4.849 -0.520 -2.456
H 2.570 -2.897 -0.803
H 4.592 -4.334 -0.962
H 6.775 -3.354 -1.673
H 6.964 -0.892 -2.034
H 4.952 0.557 -1.867
H 2.033 2.651 -0.109
H 2.512 4.871 -1.093
H 3.187 5.066 -3.490
H 3.478 3.007 -4.857
H 3.001 0.781 -3.870
C -3.347 0.666 3.087
Si -1.670 -0.048 2.641
C -0.332 0.850 3.594
C -1.516 -1.876 3.072
C -1.455 0.182 0.794
C -1.339 0.260 -0.465
H -3.544 0.598 4.167
H -4.155 0.155 2.548
H -3.367 1.726 2.796
H -0.508 0.746 4.672
H 0.661 0.444 3.364
H -0.336 1.919 3.343
H -2.211 -2.510 2.509
H -0.500 -2.233 2.866
H -1.712 -2.019 4.142
*
```

***

[3]
DFT (the ωB97M-V functional and the def2-TZVPD basis) results for C40H46IrNP2S2Si as an isolated structure.

Its energy is -94678.87986 eV. The calculation puts the HOMO energy (spin up / spin down) at -9.970 / -10.202 eV. For the LUMO energy (spin up / spin down), the calculation gives -3.8 / -4.3 eV. The gap between HOMO and LUMO (spin up / spin down) comes out at 6.21 / 5.92 eV. As for the molecular weight: 887.2 g mol⁻¹. As for the expectation value of S²: 0.78.

```
! RIJCOSX wB97M-V def2-TZVPD def2/J DEFGRID3
* xyz 1 2
Ir -0.145 0.040 -0.237
C 1.813 -2.775 0.703
N 3.041 -2.452 0.027
C 3.127 -1.307 -0.842
P 2.261 0.178 -0.145
C 2.873 0.190 1.566
C 4.236 -0.018 1.793
C 4.729 -0.052 3.085
C 3.869 0.134 4.162
C 2.519 0.357 3.942
C 2.021 0.381 2.646
C 3.155 1.534 -0.957
C 3.578 1.399 -2.278
C 4.242 2.440 -2.910
C 4.485 3.622 -2.228
C 4.070 3.762 -0.911
C 3.408 2.724 -0.275
C 4.201 -3.171 0.352
C 4.289 -3.864 1.562
C 5.438 -4.574 1.879
C 6.519 -4.600 1.013
C 6.434 -3.914 -0.189
C 5.288 -3.212 -0.527
P 0.300 -2.296 -0.241
C 0.593 -3.058 -1.860
C 0.410 -2.334 -3.035
C 0.700 -2.905 -4.265
C 1.182 -4.204 -4.329
C 1.383 -4.930 -3.161
C 1.093 -4.359 -1.933
C -0.962 -3.265 0.619
C -1.302 -2.868 1.912
C -2.242 -3.585 2.635
C -2.857 -4.693 2.065
C -2.528 -5.081 0.774
C -1.579 -4.374 0.051
H 1.719 -2.324 1.703
H 1.745 -3.857 0.841
H 2.753 -1.498 -1.855
H 4.169 -1.009 -0.936
H 4.920 -0.156 0.965
H 5.784 -0.225 3.253
H 4.257 0.109 5.172
H 1.848 0.512 4.776
H 0.963 0.549 2.479
H 3.387 0.486 -2.830
H 4.569 2.324 -3.935
H 5.003 4.434 -2.721
H 4.266 4.681 -0.374
H 3.108 2.833 0.760
H 3.476 -3.832 2.273
H 5.486 -5.101 2.823
H 7.414 -5.150 1.268
H 7.262 -3.936 -0.886
H 5.231 -2.727 -1.493
H 0.061 -1.308 -2.996
H 0.553 -2.331 -5.170
H 1.406 -4.651 -5.288
H 1.771 -5.938 -3.206
H 1.267 -4.935 -1.032
H -0.839 -1.991 2.354
H -2.497 -3.276 3.640
H -3.594 -5.251 2.627
H -3.012 -5.938 0.325
H -1.343 -4.678 -0.961
C -4.277 0.687 1.850
C -3.166 0.281 0.934
S -1.570 0.621 1.402
C -3.377 -0.385 -0.253
C -4.729 -0.809 -0.733
S -2.037 -0.714 -1.245
H -3.899 1.245 2.705
H -4.806 -0.192 2.222
H -5.000 1.313 1.324
H -5.309 0.061 -1.051
H -5.287 -1.308 0.060
H -4.649 -1.487 -1.581
C 0.061 4.492 -2.294
Si -0.613 2.751 -2.112
C 0.033 1.676 -3.511
C -2.484 2.796 -2.186
C -0.030 2.164 -0.417
H -0.284 4.954 -3.221
H 1.154 4.484 -2.310
H -0.257 5.127 -1.465
H -0.556 0.761 -3.612
H 1.079 1.400 -3.357
H -0.029 2.207 -4.463
H -2.809 3.202 -3.147
H -2.897 3.434 -1.402
H -2.921 1.801 -2.083
H -0.631 2.730 0.301
H 0.986 2.525 -0.273
*
```